Record 1
C23H23N3O5 in the gas phase. Source: the Open Molecules 2025 dataset; level of theory: the ωB97M-V functional and the def2-TZVPD basis.

```
54
Properties=species:S:1:pos:R:3
C 1.154 5.175 -1.684
C -0.311 4.996 -2.074
H -0.743 5.965 -2.337
H -0.408 4.329 -2.939
O -1.108 4.539 -0.998
C -1.088 3.231 -0.641
C -1.887 2.897 0.455
C -1.958 1.598 0.907
C -1.232 0.594 0.279
C -0.445 0.922 -0.814
C -0.363 2.224 -1.273
H 0.257 2.432 -2.131
H 0.117 0.149 -1.320
C -1.284 -0.835 0.775
N 0.021 -1.315 1.194
C 0.462 -2.312 0.409
O 1.520 -2.919 0.454
C -0.615 -2.596 -0.580
C -1.666 -1.785 -0.340
C -2.935 -1.596 -1.055
O -3.536 -0.537 -1.012
C -3.447 -2.750 -1.797
C -3.249 -4.106 -1.656
C -4.106 -4.728 -2.581
C -4.767 -3.714 -3.216
O -4.387 -2.530 -2.745
H -5.501 -3.722 -3.998
H -4.220 -5.779 -2.752
H -2.586 -4.591 -0.971
O -0.393 -3.544 -1.490
H 0.510 -3.880 -1.329
C 0.697 -0.842 2.377
H -0.038 -0.760 3.184
C 1.393 0.509 2.186
H 0.686 1.229 1.774
C 2.613 0.410 1.260
N 3.731 -0.202 1.922
C 4.615 0.410 2.748
N 5.484 -0.423 3.246
C 5.158 -1.639 2.733
C 4.074 -1.526 1.912
H 3.535 -2.248 1.334
H 5.725 -2.512 2.986
H 4.591 1.464 2.946
H 2.361 -0.180 0.376
H 2.906 1.414 0.939
H 1.720 0.869 3.163
H 1.436 -1.601 2.648
H -1.994 -0.898 1.609
H -2.588 1.360 1.750
H -2.452 3.682 0.931
H 1.602 4.227 -1.397
H 1.708 5.587 -2.524
H 1.229 5.859 -0.843
```

Output
Structure (SMILES) = CCOc1ccc([C@H]2C(C(=O)c3ccco3)=C(O)C(=O)N2CCCn2ccnc2)cc1
Frontier orbital gap = 0.2973 Eh
ΔE to the lowest compared entry with this formula, charge and spin = 91.0 kcal per mole
HOMO level = -8.5 eV

Atomic partial charges in e from the natural (NBO) method, atoms 1 to 5: number 1, C, carries -0.64; number 2, C, carries -0.06; number 3, H, carries 0.20; number 4, H, carries 0.17; number 5, O, carries -0.49


Record 2
A molecular structure, C31H34N3O3PdSSb2. Source: the Open Molecules 2025 dataset; level of theory: the ωB97M-V functional and the def2-TZVPD basis.

```
75
Properties=species:S:1:pos:R:3
Pd 0.354 -0.368 -0.611
N 0.037 -3.072 -4.114
C -1.106 -3.897 -4.204
C -1.370 -4.611 -5.361
C -2.525 -5.374 -5.441
C -3.431 -5.417 -4.386
C -3.174 -4.704 -3.227
C -2.000 -3.968 -3.144
S -1.577 -3.155 -1.646
N -0.516 -1.963 -2.118
C 0.228 -2.131 -3.195
C 1.368 -1.192 -3.390
C 1.885 -0.904 -4.638
C 3.003 -0.079 -4.722
C 3.557 0.412 -3.557
C 2.952 0.104 -2.344
N 1.875 -0.673 -2.259
H 0.691 -3.121 -4.884
H -0.686 -4.562 -6.200
H -2.727 -5.932 -6.345
H -4.333 -6.006 -4.467
H -3.869 -4.731 -2.397
H 1.420 -1.277 -5.541
H 3.425 0.168 -5.686
H 4.435 1.042 -3.575
H 3.340 0.487 -1.409
C -3.657 -0.962 0.877
Sb -1.606 -0.466 1.210
C -0.495 -4.360 -0.859
C -1.332 -1.350 3.199
C -1.953 -0.467 4.235
C -3.320 -0.565 4.472
C -3.963 0.283 5.362
C -3.242 1.260 6.034
C -1.878 1.355 5.834
C -1.205 0.488 4.962
C 0.264 0.523 4.968
Sb 1.253 1.466 3.146
C 0.067 3.163 2.633
C 2.955 2.469 3.929
H -3.780 -2.044 0.887
H -3.973 -0.546 -0.076
H -4.239 -0.517 1.681
H -1.130 -5.111 -0.389
H 0.087 -3.831 -0.105
H 0.149 -4.817 -1.608
H -0.271 -1.536 3.340
H -1.859 -2.300 3.110
H -3.891 -1.331 3.961
H -5.026 0.178 5.534
H -3.735 1.921 6.732
H -1.305 2.083 6.395
H 0.759 -0.444 4.985
H 0.678 1.189 5.724
H 0.406 4.004 3.237
H -0.985 2.964 2.831
H 0.205 3.392 1.577
H 2.642 2.991 4.834
H 3.290 3.189 3.184
H 3.749 1.764 4.159
O 0.373 4.234 -1.966
C 1.555 4.350 -1.338
C 2.319 5.513 -1.418
C 3.518 5.611 -0.743
C 3.994 4.552 0.033
C 3.248 3.401 0.119
C 2.022 3.275 -0.560
C 1.300 2.015 -0.452
O 0.294 1.721 -1.165
O 1.694 1.104 0.381
H 0.168 5.051 -2.442
H 1.960 6.343 -2.014
H 4.095 6.523 -0.820
H 4.938 4.635 0.552
H 3.605 2.561 0.700
```

Output
Frontier orbital gap (alpha / beta) = 0.2471 / 0.2027 Eh
ΔE to the lowest compared entry with this formula, charge and spin = 6.9 kcal per mole
Net charge = +3
HOMO level (alpha / beta) = -15.2 / -15.4 eV
Multiplicity = 5

Atomic partial charges in e from the Mulliken method, atoms 1 to 5: number 1, Pd, carries 0.07; number 2, N, carries 0.02; number 3, C, carries 0.42; number 4, C, carries -0.82; number 5, C, carries -0.65


Record 3
C11H14O2S in the gas phase. Source: the Open Molecules 2025 dataset; level of theory: the ωB97M-V functional and the def2-TZVPD basis.

```
28
Properties=species:S:1:pos:R:3
C -4.066 0.834 0.038
C -3.955 -0.406 -0.485
C -2.990 1.502 0.615
C -2.730 -1.043 -0.451
C -1.720 0.837 0.658
C -1.643 -0.431 0.183
C 1.781 0.427 1.306
C 2.571 -0.643 0.573
C 1.368 -0.020 -0.057
C 3.943 -0.348 -0.038
C 1.324 0.861 -1.275
O 0.258 -2.145 1.165
O -0.262 -2.018 -1.292
S -0.119 -1.356 0.005
H -4.960 1.158 -0.319
H -4.851 -0.920 -0.873
H -2.963 2.466 0.965
H -2.707 -2.127 -0.713
H -0.872 1.220 1.257
H 1.064 0.095 2.076
H 2.241 1.405 1.300
H 2.462 -1.677 0.885
H 3.866 -1.046 -0.790
H 4.681 -0.451 0.678
H 4.118 0.584 -0.468
H 1.487 2.012 -1.209
H 0.376 0.731 -1.933
H 2.296 0.499 -1.800
```

Output
Structure (SMILES) = C[C@H]1C[C@]1(C)S(=O)(=O)c1ccccc1
Frontier orbital gap = 0.3798 Eh
ΔE to the lowest compared entry with this formula, charge and spin = 89.6 kcal per mole
HOMO level = -9.7 eV

Atomic partial charges in e from the natural (NBO) method, atoms 1 to 5: number 1, C, carries -0.21; number 2, C, carries -0.19; number 3, C, carries -0.19; number 4, C, carries -0.17; number 5, C, carries -0.19


Record 4
A gas-phase ion, C4H6NOS (charge +1). Source: the Open Molecules 2025 dataset; level of theory: the ωB97M-V functional and the def2-TZVPD basis.

```
13
Properties=species:S:1:pos:R:3
C -1.334 -0.170 0.104
C 0.110 0.382 -0.003
C 0.487 1.688 0.037
C 1.204 -0.558 0.138
N 1.134 -1.840 -0.019
O -1.457 -1.335 0.347
S -3.019 0.649 -0.091
H -0.200 2.456 0.072
H 1.543 1.932 0.232
H 2.189 -0.039 0.207
H -2.746 1.614 -1.129
H 1.890 -2.481 0.173
H 0.198 -2.297 -0.069
```

Output
Structure (SMILES) = C=C(C=[NH2+])C(=O)S
Frontier orbital gap = 0.2871 Eh
ΔE to the lowest compared entry with this formula, charge and spin = 23.2 kcal per mole
Net charge = +1
HOMO level = -13.6 eV

Atomic partial charges in e from the natural (NBO) method, atoms 1 to 5: number 1, C, carries 0.45; number 2, C, carries -0.26; number 3, C, carries -0.10; number 4, C, carries 0.28; number 5, N, carries -0.61


Record 5
A molecular structure, C74H63IrN4OP2S. Source: the Open Molecules 2025 dataset; level of theory: the ωB97M-V functional and the def2-TZVPD basis.

```
146
Properties=species:S:1:pos:R:3
Ir -0.398 0.023 -0.423
O 2.213 1.566 0.719
S 1.498 0.412 1.333
C 1.525 0.849 3.081
C 2.632 0.612 3.863
C 2.707 0.986 5.217
C 1.654 1.668 5.749
C 1.460 2.267 7.121
C 0.093 2.993 7.045
C -0.349 2.822 5.613
C -1.380 3.377 4.917
C -1.533 3.025 3.565
C -0.755 2.100 2.890
P -1.374 1.697 1.169
C -3.115 1.044 1.453
C -4.050 1.530 2.372
C -5.293 0.929 2.522
C -5.638 -0.175 1.757
C -4.735 -0.657 0.823
C -3.496 -0.049 0.676
C -1.678 3.404 0.607
C -2.909 3.826 0.120
C -3.102 5.159 -0.219
C -2.064 6.070 -0.095
C -0.817 5.639 0.341
C -0.621 4.312 0.684
C 0.411 1.594 3.575
C 0.555 1.992 4.926
C 2.660 -0.973 1.257
C 2.831 -1.900 2.260
C 3.898 -2.828 2.259
C 4.841 -2.738 1.272
C 6.161 -3.441 1.046
C 6.729 -2.821 -0.266
C 5.692 -1.811 -0.700
C 5.628 -0.927 -1.740
C 4.416 -0.230 -1.966
C 3.317 -0.340 -1.141
P 1.601 -0.068 -1.759
C 1.899 1.170 -3.054
C 1.774 0.940 -4.419
C 2.058 1.957 -5.323
C 2.451 3.207 -4.871
C 2.546 3.448 -3.504
C 2.269 2.438 -2.599
C 1.445 -1.684 -2.686
C 0.328 -2.512 -2.533
C 0.289 -3.759 -3.155
C 1.335 -4.205 -3.939
C 2.437 -3.383 -4.127
C 2.480 -2.147 -3.507
C 3.491 -1.023 0.104
C 4.630 -1.828 0.221
H 3.493 0.140 3.412
H 3.595 0.760 5.794
H 2.268 2.965 7.346
H 1.476 1.500 7.896
H 0.174 4.047 7.312
H -0.636 2.547 7.724
H -2.063 4.083 5.373
H -2.295 3.545 3.007
H -3.833 2.381 2.992
H -5.997 1.332 3.240
H -6.605 -0.645 1.884
H -4.988 -1.508 0.202
H -2.799 -0.422 -0.073
H -3.720 3.117 0.016
H -4.067 5.487 -0.584
H -2.221 7.111 -0.348
H 0.005 6.341 0.413
H 0.352 3.971 1.021
H 2.164 -1.883 3.114
H 3.980 -3.544 3.067
H 6.019 -4.519 0.950
H 6.836 -3.282 1.888
H 6.875 -3.584 -1.031
H 7.698 -2.349 -0.099
H 6.450 -0.811 -2.436
H 4.334 0.385 -2.856
H 1.456 -0.028 -4.782
H 1.970 1.773 -6.387
H 2.677 3.994 -5.579
H 2.829 4.431 -3.148
H 2.333 2.612 -1.530
H -0.795 -2.613 -0.862
H -0.587 -4.383 -3.019
H 1.289 -5.182 -4.403
H 3.264 -3.706 -4.747
H 3.348 -1.522 -3.658
N -2.253 -4.760 5.090
C -2.617 -5.998 5.563
C -3.386 -6.402 6.649
C -3.553 -7.763 6.817
C -2.981 -8.686 5.928
C -2.219 -8.279 4.853
C -2.027 -6.909 4.671
N -1.328 -6.231 3.696
C -1.481 -4.964 3.971
C -0.975 -3.872 3.150
C -0.149 -4.125 2.059
C 0.144 -3.106 1.179
N -0.322 -1.850 1.282
C -0.984 -1.590 2.417
C -1.330 -2.538 3.358
H -2.503 -3.873 5.489
H -3.838 -5.688 7.325
H -4.143 -8.124 7.649
H -3.149 -9.742 6.092
H -1.788 -8.990 4.161
H 0.234 -5.123 1.898
H 0.802 -3.297 0.334
H -1.277 -0.564 2.582
H -1.886 -2.213 4.227
C -3.727 3.109 -3.476
C -2.223 2.876 -3.675
C -1.983 2.308 -5.078
C -1.465 4.204 -3.543
C -1.720 1.946 -2.647
C -1.318 1.148 -1.821
H -4.113 3.793 -4.238
H -3.917 3.539 -2.493
H -4.269 2.165 -3.549
H -2.276 3.044 -5.833
H -2.567 1.400 -5.235
H -0.928 2.069 -5.217
H -1.849 4.937 -4.260
H -0.402 4.047 -3.738
H -1.569 4.609 -2.539
C -2.824 -3.710 -0.345
C -3.088 -3.054 -1.672
C -4.349 -3.183 -2.246
C -4.638 -2.615 -3.473
C -3.647 -1.917 -4.143
C -2.374 -1.768 -3.610
C -1.336 -1.010 -4.391
C -2.101 -2.328 -2.351
N -0.820 -2.122 -1.744
H -3.645 -4.379 -0.087
H -2.727 -2.978 0.464
H -1.912 -4.312 -0.362
H -5.110 -3.749 -1.722
H -5.623 -2.721 -3.908
H -3.862 -1.470 -5.106
H -0.637 -1.691 -4.885
H -0.773 -0.340 -3.743
H -1.820 -0.407 -5.158
```

Output
Frontier orbital gap = 0.1832 Eh
ΔE to the lowest compared entry with this formula, charge and spin = 0.0 kcal per mole
HOMO level = -5.4 eV

Atomic partial charges in e from the Mulliken method, atoms 1 to 5: number 1, Ir, carries 3.85; number 2, O, carries -0.99; number 3, S, carries 1.24; number 4, C, carries 0.42; number 5, C, carries -0.24


Number 1: strongest force on any atom 0.91 eV Å⁻¹. Number 2: strongest force on any atom 0.62 eV Å⁻¹. Number 3: strongest force on any atom 3.64 eV Å⁻¹. Number 4: strongest force on any atom 2.86 eV Å⁻¹. Number 5: strongest force on any atom 2.77 eV Å⁻¹.